(1)
{
  "formula": "C43H45N7O2",
  "method": "the ωB97M-V functional and the def2-TZVPD basis",
  "smiles": "C#CC1=CC(=O)c2c(CC=C)cccc2C1=O.c1cc[nH]c1.c1cc[nH]c1.c1cc[nH]c1.c1cc[nH]c1.c1cc[nH]c1.c1cc[nH]c1.c1cc[nH]c1",
  "orbital_gap_ev": 6.9,
  "max_force_ha_per_bohr": 0.0436,
  "symbols": ["C", "C", "C", "C", "C", "O", "C", "C", "C", "C", "C", "C", "C", "C", "C", "C", "O", "H", "H", "H", "H", "H", "H", "H", "H", "H", "H", "N", "C", "C", "C", "C", "H", "H", "H", "H", "H", "N", "C", "C", "C", "C", "H", "H", "H", "H", "H", "N", "C", "C", "C", "C", "H", "H", "H", "H", "H", "N", "C", "C", "C", "C", "H", "H", "H", "H", "H", "N", "C", "C", "C", "C", "H", "H", "H", "H", "H", "N", "C", "C", "C", "C", "H", "H", "H", "H", "H", "N", "C", "C", "C", "C", "H", "H", "H", "H", "H"],
  "xyz": [[-3.77688, 1.84272, 0.94343], [-2.91016, 1.27223, 0.32903], [-1.68563, 0.60659, -0.17755], [-1.09194, 0.93518, -1.32590], [0.20641, 0.22591, -1.76045], [0.40137, 0.06267, -2.94065], [1.11804, -0.24812, -0.63360], [2.53231, -0.36506, -0.72264], [3.28825, -0.04572, -2.02470], [4.58278, 0.76261, -1.80004], [5.75395, 0.19519, -2.10086], [3.23695, -0.81148, 0.42193], [2.56689, -1.17440, 1.68549], [1.15458, -1.05933, 1.75327], [0.47494, -0.60018, 0.60629], [-1.06217, -0.48928, 0.70938], [-1.69128, -1.18902, 1.45560], [-4.32170, 2.48341, 1.63434], [-1.55235, 1.72961, -1.93632], [3.60007, -1.02926, -2.44933], [2.64860, 0.43081, -2.78803], [4.58232, 1.80762, -1.43671], [6.71092, 0.74200, -2.04478], [5.81132, -0.87229, -2.38205], [4.33731, -0.90675, 0.39530], [3.08691, -1.54991, 2.58229], [0.54221, -1.32370, 2.62866], [-1.55155, 4.49607, -3.82304], [-2.15265, 5.53646, -4.47799], [-2.18963, 6.60743, -3.62432], [-1.58214, 6.19986, -2.40754], [-1.19681, 4.89469, -2.56176], [-1.39430, 3.58207, -4.20854], [-2.50178, 5.42406, -5.49101], [-2.60511, 7.57665, -3.84772], [-1.44344, 6.79707, -1.52087], [-0.70294, 4.21596, -1.88549], [6.23952, -1.08439, 2.54436], [7.43524, -1.75753, 2.58155], [8.40450, -0.88533, 2.99552], [7.77733, 0.36490, 3.22633], [6.44726, 0.21175, 2.94549], [5.34985, -1.45593, 2.26768], [7.49035, -2.79841, 2.30728], [9.44940, -1.11883, 3.12064], [8.24910, 1.27387, 3.56295], [5.62830, 0.91083, 2.99447], [8.95952, -2.20717, -1.96240], [9.28437, -3.35245, -2.63884], [8.59701, -4.38966, -2.06629], [7.82253, -3.84875, -1.00571], [8.06588, -2.50086, -0.96920], [9.32095, -1.29258, -2.16439], [9.97528, -3.32942, -3.46521], [8.64305, -5.42180, -2.37394], [7.16186, -4.38802, -0.34568], [7.68254, -1.72710, -0.32310], [1.06885, -4.40686, 3.81929], [-0.13755, -3.93431, 4.26455], [-0.42200, -4.55551, 5.45147], [0.65619, -5.43343, 5.73852], [1.56026, -5.31759, 4.71626], [1.52274, -4.12793, 2.96779], [-0.68766, -3.19998, 3.69794], [-1.30509, -4.39731, 6.04901], [0.75661, -6.07626, 6.59805], [2.50737, -5.80328, 4.54836], [-7.48089, 1.82860, 1.26882], [-8.70657, 2.28409, 1.67402], [-9.01260, 1.67265, 2.86154], [-7.92664, 0.81824, 3.18908], [-6.99752, 0.93878, 2.18966], [-7.00856, 2.10470, 0.42645], [-9.25320, 3.00123, 1.08309], [-9.91449, 1.82217, 3.43295], [-7.83764, 0.18811, 4.05914], [-6.03736, 0.46886, 2.05295], [1.41213, -5.05646, -3.55209], [0.81873, -4.00449, -4.19707], [0.76871, -2.94680, -3.32698], [1.36128, -3.37820, -2.10814], [1.74960, -4.68155, -2.28113], [1.57489, -5.96325, -3.95083], [0.48327, -4.10028, -5.21650], [0.35673, -1.97876, -3.54030], [1.48856, -2.79950, -1.20866], [2.23430, -5.37262, -1.61122], [-11.57943, 4.31133, -0.43170], [-12.54672, 5.06260, 0.17910], [-12.33243, 6.37484, -0.15030], [-11.19420, 6.41770, -0.99771], [-10.75400, 5.13022, -1.15482], [-11.48939, 3.31352, -0.36100], [-13.30017, 4.59927, 0.79424], [-12.92664, 7.21183, 0.17884], [-10.74989, 7.29381, -1.44169], [-9.92712, 4.72638, -1.71560]]
}

(2)
{
  "formula": "C43H45NO9",
  "method": "the ωB97M-V functional and the def2-TZVPD basis",
  "orbital_gap_ev": 8.4,
  "max_force_ha_per_bohr": 0.0216,
  "relative_energy_ev": 0.079,
  "symbols": ["C", "H", "O", "C", "C", "C", "C", "C", "C", "H", "H", "O", "C", "C", "C", "C", "C", "C", "C", "C", "C", "C", "H", "H", "H", "H", "H", "O", "C", "H", "C", "O", "N", "C", "C", "H", "H", "H", "C", "H", "H", "C", "C", "O", "O", "C", "H", "H", "C", "O", "C", "C", "C", "C", "H", "O", "C", "C", "C", "C", "C", "C", "H", "H", "O", "C", "H", "H", "H", "H", "H", "H", "H", "C", "C", "C", "C", "C", "C", "H", "H", "H", "H", "H", "H", "H", "H", "H", "H", "H", "H", "H", "H", "H", "H", "H", "H", "H"],
  "xyz": [[-0.89297, -5.44336, 1.32846], [-1.59020, -4.63724, 1.08299], [0.17156, -5.50039, 0.40518], [0.91726, -4.37450, 0.21995], [1.87387, -4.42801, -0.79726], [2.66151, -3.33611, -1.07862], [2.52176, -2.14742, -0.35588], [1.58606, -2.09997, 0.66786], [0.79146, -3.20302, 0.95316], [0.06357, -3.11512, 1.74314], [1.43875, -1.20760, 1.25397], [3.33766, -1.12653, -0.74103], [3.24959, 0.12050, -0.07255], [3.99126, 0.05680, 1.23547], [4.87923, 0.96600, 1.59637], [5.18770, 2.15638, 0.74138], [6.58059, 2.07521, 0.13794], [7.24589, 3.24763, -0.19814], [8.48905, 3.20155, -0.80248], [9.08012, 1.98067, -1.08194], [8.42126, 0.80861, -0.75513], [7.17700, 0.85393, -0.14906], [6.66946, -0.06519, 0.10592], [8.87541, -0.14683, -0.97361], [10.05084, 1.94362, -1.55410], [8.99784, 4.11980, -1.05704], [6.78031, 4.19941, 0.01260], [4.21158, 2.34583, -0.27770], [3.89018, 1.17572, -0.99399], [4.78851, 0.72515, -1.44256], [2.93416, 1.64247, -2.10451], [2.32814, 0.58445, -2.80368], [1.02367, 0.38579, -2.34768], [0.37491, -0.57542, -2.85505], [0.90462, -1.54924, -3.85940], [1.69214, -1.08137, -4.44570], [0.11295, -1.90436, -4.51436], [1.33777, -2.40098, -3.33418], [-1.03625, -0.74400, -2.37624], [-1.71907, -0.70610, -3.22711], [-1.28164, 0.07199, -1.69820], [-1.19899, -2.07762, -1.64198], [-2.50499, -2.18181, -0.89707], [-2.63632, -2.75483, 0.15603], [-3.50916, -1.60603, -1.56287], [-4.77862, -1.57220, -0.93475], [-4.88883, -2.42719, -0.25944], [-5.52677, -1.62947, -1.72748], [-4.98806, -0.27600, -0.14333], [-6.30212, -0.34976, 0.35436], [-6.73529, 0.83957, 1.01071], [-5.72313, 1.32658, 2.00233], [-4.47718, 0.88580, 2.00678], [-3.96876, -0.11231, 1.00147], [-3.81792, -1.08872, 1.48596], [-2.76257, 0.34765, 0.40844], [-1.64779, 0.49620, 1.19588], [-1.39792, -0.20478, 2.36566], [-0.23077, 0.01398, 3.08344], [0.70298, 0.94319, 2.64552], [0.45436, 1.64222, 1.46152], [-0.70047, 1.41944, 0.74758], [-0.88970, 1.95749, -0.16749], [1.18391, 2.36472, 1.13079], [1.87341, 1.24376, 3.28147], [2.20217, 0.53228, 4.44766], [1.47520, 0.70925, 5.24762], [2.27642, -0.54374, 4.25756], [3.17556, 0.90910, 4.75694], [-0.07167, -0.55141, 3.98833], [-2.10009, -0.93554, 2.73460], [-3.74661, 1.24604, 2.71706], [-6.06995, 2.06732, 2.70701], [-7.09864, 1.90948, -0.00609], [-6.19433, 2.89626, -0.37762], [-6.53149, 3.82239, -1.35051], [-7.77167, 3.77023, -1.96191], [-8.67598, 2.78604, -1.59891], [-8.34002, 1.86007, -0.62809], [-9.04142, 1.08713, -0.34964], [-9.64493, 2.73954, -2.07377], [-8.03324, 4.49371, -2.71983], [-5.82074, 4.58563, -1.63121], [-5.22570, 2.94613, 0.09857], [-7.64675, 0.52848, 1.53673], [-4.86857, 0.58306, -0.82242], [-0.39625, -2.20767, -0.91587], [-1.15210, -2.91235, -2.34595], [2.16468, 2.27395, -1.64911], [3.49975, 2.23181, -2.83200], [5.11655, 3.07091, 1.34425], [5.43689, 0.88913, 2.51772], [3.79005, -0.81221, 1.84495], [2.19597, 0.39030, 0.09364], [3.40030, -3.37230, -1.86389], [1.97647, -5.34345, -1.35834], [-1.40063, -6.40345, 1.24944], [-0.52603, -5.31472, 2.35233]]
}